# C32H43BBrCdN9O4S3Te4

C32H43BBrCdN9O4S3Te4 as an isolated structure (ωB97M-V with the def2-TZVPD basis set, the Open Molecules 2025 dataset).

Geometry as XYZ:
```
98
C32H43BBrCdN9O4S3Te4 | the Open Molecules 2025 dataset | ωB97M-V with the def2-TZVPD basis set
Cd -2.96 0.87 -2.32
C -3.47 -4.19 1.81
C -2.92 -3.51 0.56
C -2.19 -4.55 -0.29
C -4.10 -2.91 -0.20
N -1.95 -2.45 0.97
C -1.50 -2.27 2.27
C -0.49 -1.38 2.22
N -0.31 -1.01 0.91
B 0.90 -0.17 0.38
N 1.54 0.60 1.55
C 2.82 0.43 2.03
C 3.10 1.46 2.84
N 1.99 2.29 2.87
C 1.01 1.75 2.08
S -0.58 2.25 1.81
C 2.09 3.61 3.55
C 2.43 3.35 5.03
C 3.22 4.40 2.87
C 0.82 4.46 3.49
N 1.93 -1.22 -0.18
C 1.77 -2.59 -0.11
C 2.67 -3.17 -0.91
N 3.42 -2.16 -1.49
C 2.97 -0.95 -1.02
S 3.63 0.59 -1.30
C 4.48 -2.37 -2.52
C 4.09 -1.64 -3.81
C 4.59 -3.86 -2.82
C 5.82 -1.88 -1.98
C -1.21 -1.66 0.14
S -1.33 -1.51 -1.56
H -4.21 -4.93 1.49
H -3.98 -3.48 2.47
H -2.69 -4.71 2.37
H -2.87 -5.35 -0.55
H -1.35 -4.97 0.28
H -1.80 -4.09 -1.20
H -4.76 -3.71 -0.53
H -3.78 -2.35 -1.07
H -4.67 -2.25 0.46
H -1.95 -2.75 3.12
H 0.09 -0.94 3.01
H 0.55 0.56 -0.49
H 3.44 -0.39 1.71
H 4.01 1.69 3.37
H 3.37 2.81 5.15
H 1.63 2.77 5.49
H 2.52 4.31 5.55
H 4.18 3.89 2.96
H 3.31 5.38 3.35
H 3.00 4.54 1.81
H -0.03 3.95 3.95
H 0.55 4.72 2.47
H 1.03 5.38 4.04
H 1.00 -3.05 0.49
H 2.83 -4.21 -1.13
H 3.13 -2.02 -4.17
H 4.85 -1.83 -4.57
H 4.00 -0.57 -3.64
H 3.65 -4.26 -3.22
H 4.89 -4.44 -1.95
H 5.36 -3.99 -3.59
H 5.79 -0.82 -1.75
H 6.60 -2.06 -2.73
H 6.09 -2.43 -1.07
Te -5.91 1.25 -4.37
Te -8.05 0.00 -3.32
Te -2.28 -0.76 -6.25
Te -4.05 -0.83 -4.22
C 0.72 0.57 -3.61
C 0.25 1.71 -2.77
N -1.01 2.02 -2.52
C -0.99 3.11 -1.69
C 0.31 3.47 -1.45
N 1.07 2.58 -2.16
C 0.94 4.50 -0.60
O 0.14 5.35 0.00
O 2.16 4.54 -0.49
C -2.27 3.65 -1.14
O -2.24 4.73 -0.51
O -3.30 2.95 -1.37
H -0.09 0.22 -4.25
H 1.04 -0.25 -2.97
H 1.56 0.88 -4.23
H 2.06 2.43 -2.02
H -0.85 5.12 -0.20
Br -6.52 -0.38 3.56
C -5.57 -0.03 1.95
C -4.22 0.26 2.01
C -3.57 0.49 0.81
N -4.18 0.41 -0.37
C -5.49 0.16 -0.40
C -6.24 -0.07 0.74
H -3.68 0.33 2.95
H -2.51 0.74 0.81
H -5.97 0.12 -1.38
H -7.29 -0.29 0.66
```

Results
Orbital gap ... 5.00 eV
Total charge ... -2
Energy above the lowest of the compared OMol25 structures with the same formula, charge and spin ... 1.52 kcal/mol
Lowest unoccupied orbital energy ... 3.417 eV